Below is C3H7NO2 in the gas phase, with properties calculated with ωB97M-V/def2-TZVPD.

Last columns: bonded neighbours and bond lengths (Å).
Positions of all 13 atoms, in Å:
1 O 0.584 -0.257 -2.586  C6 1.193
2 O 0.143 0.734 2.090  C4 1.398, H9 0.972
3 N -0.090 -1.412 0.227  C5 1.517, H11 1.012, H12 1.006
4 C -0.194 0.942 0.749  O2 1.398, C5 1.507, H7 1.109, H13 1.102
5 C 0.430 -0.052 -0.196  N3 1.517, C4 1.507, C6 1.510, H10 1.090
6 C 0.025 0.188 -1.631  O1 1.193, C5 1.510, H8 1.112
7 H -1.273 1.034 0.506  C4 1.109
8 H -0.906 0.791 -1.719  C6 1.112
9 H -0.342 -0.083 2.293  O2 0.972
10 H 1.512 -0.070 -0.070  C5 1.090
11 H 0.747 -1.970 0.340  N3 1.012
12 H -0.671 -1.830 -0.479  N3 1.006
13 H 0.035 1.985 0.475  C4 1.102

Its charge is 0. As for the calculated total energy: -323.70659 hartree. The LUMO energy is 0.6299 eV. The energy above the lowest of the compared OMol25 structures with the same formula, charge and spin is 46.67 kcal per mole. Its frontier orbital gap is 10.42 eV.

Mulliken population analysis, charges in e, atoms 1 to 4: O -0.44; O -0.50; N -0.62; C -0.93

=====

Below is C3H7NO2 in the gas phase, with properties calculated with ωB97M-V/def2-TZVPD.

Last columns: bonded neighbours and bond lengths (Å).
Positions of all 13 atoms, in Å:
1 O -0.435 2.163 0.008  C6 1.402, H13 0.967
2 O 1.765 0.749 1.420  N3 1.209
3 N 1.040 -0.199 1.220  O2 1.209, C5 1.484
4 C -0.027 -1.538 -0.550  C5 1.522, H8 1.094, H9 1.096, H11 1.095
5 C 0.399 -0.144 -0.117  N3 1.484, C4 1.522, C6 1.539, H7 1.095
6 C -0.802 0.809 0.020  O1 1.402, C5 1.539, H10 1.094, H12 1.103
7 H 1.116 0.330 -0.797  C5 1.095
8 H 0.807 -2.246 -0.530  C4 1.094
9 H -0.819 -1.931 0.098  C4 1.096
10 H -1.455 0.652 -0.843  C6 1.094
11 H -0.415 -1.503 -1.574  C4 1.095
12 H -1.376 0.546 0.924  C6 1.103
13 H 0.201 2.312 0.720  O1 0.967

Its charge is 0. As for the calculated total energy: -323.65276 hartree. The LUMO energy is -0.2070 eV. The energy above the lowest of the compared OMol25 structures with the same formula, charge and spin is 80.45 kcal per mole. Its frontier orbital gap is 9.13 eV.

Mulliken population analysis, charges in e, atoms 1 to 4: O -0.50; O -0.32; N -0.10; C -1.29

=====

What are the HOMO energy values for these records? In order: -9.79 -9.34 eV.